[1]
{
  "formula": "C20H15N4O6S4Tc",
  "method": "ωB97M-V/def2-TZVPD",
  "species": ["Tc", "C", "O", "C", "O", "N", "N", "H", "H", "H", "H", "H", "H", "O", "C", "O", "C", "C", "C", "C", "C", "C", "S", "H", "H", "H", "H", "S", "C", "S", "C", "C", "N", "C", "N", "O", "C", "O", "C", "C", "C", "C", "S", "C", "C", "H", "H", "H", "H", "H"],
  "coordinates": [[0.05362, 0.65470, 0.76569], [-2.43316, -0.27389, 4.81269], [-1.36075, 0.67729, 4.74839], [-0.73884, 0.73661, 3.57513], [-1.02947, 0.01319, 2.62557], [0.23571, 1.65857, 3.55644], [1.05778, 1.74119, 2.42741], [-2.84984, -0.17748, 5.80969], [-2.05430, -1.28260, 4.65662], [-3.18352, -0.05249, 4.05657], [0.35703, 2.28954, 4.32868], [1.98014, 1.36535, 2.63170], [1.16917, 2.70514, 2.02740], [-3.35471, 2.95110, 0.80138], [-2.38734, 2.41463, 0.29724], [-1.31489, 2.09838, 0.97515], [-2.33838, 2.17334, -1.19310], [-2.80426, 3.20755, -1.99948], [-2.69639, 3.13480, -3.37764], [-2.12654, 2.01463, -3.96558], [-1.70310, 0.95728, -3.17865], [-1.80594, 1.02760, -1.79105], [-1.31736, -0.38487, -0.83916], [-3.23990, 4.06998, -1.51270], [-3.04649, 3.95498, -3.99155], [-2.00734, 1.96611, -5.04072], [-1.26192, 0.07463, -3.62311], [1.29431, 1.51882, -1.03258], [2.09119, 3.06763, -0.79021], [1.83231, 4.09678, 0.53736], [2.89582, 3.45822, -1.85326], [3.17027, 2.63554, -2.97839], [3.44326, 1.99430, -3.89798], [3.55188, 4.71709, -1.85334], [4.09269, 5.73451, -1.89774], [0.14659, -7.28253, -0.83629], [1.21892, -6.51784, -1.16076], [2.09331, -6.98874, -1.83302], [1.22523, -5.12649, -0.63238], [2.45574, -4.47195, -0.58145], [2.56136, -3.21137, -0.02938], [1.42899, -2.57116, 0.47919], [1.62968, -1.04361, 1.31064], [0.18710, -3.19708, 0.37689], [0.08919, -4.46366, -0.16668], [-0.45311, -6.78811, -0.26979], [3.32237, -4.98801, -0.97193], [3.51517, -2.70315, 0.02316], [-0.69479, -2.67339, 0.72345], [-0.89647, -4.91105, -0.24853]],
  "total_charge": -1,
  "spin_multiplicity": 2,
  "molar_mass_g_mol": 633.630,
  "orbital_gap_ha": [0.1776, 0.1905],
  "largest_force_ev_per_a": 2.10,
  "de_lowest_kcal_mol": 39.1,
  "lumo_ev": [-0.1671, 0.2377],
  "s2": 0.7638
}

[2]
{
  "formula": "C25H44MnO2P2",
  "method": "ωB97M-V/def2-TZVPD",
  "species": ["Mn", "C", "C", "C", "C", "C", "C", "H", "H", "H", "C", "H", "H", "H", "C", "H", "H", "H", "C", "H", "H", "H", "C", "H", "H", "H", "C", "C", "C", "C", "C", "C", "C", "C", "H", "H", "H", "H", "H", "H", "H", "H", "H", "H", "H", "H", "P", "P", "C", "C", "H", "H", "H", "H", "C", "H", "H", "H", "C", "H", "H", "H", "C", "H", "H", "H", "C", "H", "H", "H", "O", "C", "O", "H"],
  "coordinates": [[0.06299, -0.13604, 2.20984], [-0.70671, -2.07034, 3.01724], [0.67259, -2.20184, 2.58364], [0.59169, -0.60904, 4.29364], [-0.76111, -1.08424, 4.04224], [1.46719, -1.32334, 3.41234], [-1.85421, -2.91604, 2.55344], [-1.63561, -3.39764, 1.59704], [-2.76881, -2.32784, 2.43964], [-2.05851, -3.71344, 3.28074], [-1.97671, -0.62624, 4.78514], [-2.88871, -0.84094, 4.22194], [-1.93541, 0.45316, 4.95924], [-2.04921, -1.13374, 5.75644], [0.97049, 0.38546, 5.34704], [1.02459, -0.08424, 6.33894], [0.23469, 1.19466, 5.39014], [1.94639, 0.83116, 5.13394], [2.96499, -1.28044, 3.44304], [3.34329, -1.92304, 4.24934], [3.33859, -0.26894, 3.62504], [3.39459, -1.64374, 2.50614], [1.20619, -3.24314, 1.64614], [1.57929, -4.12014, 2.19474], [2.03159, -2.84904, 1.04614], [0.43119, -3.59024, 0.95724], [-2.11701, 0.87026, -4.98466], [-2.00401, -0.46134, -5.05676], [-1.00621, -1.31354, -5.79616], [0.29969, -0.63324, -6.26276], [1.10299, -0.05114, -5.12456], [0.97279, 1.14056, -4.52946], [0.00879, 2.26436, -4.80536], [-1.25481, 1.92936, -5.62836], [-1.50071, -1.76784, -6.66926], [0.07929, 0.11876, -7.02236], [-0.74271, -2.15654, -5.14186], [-0.97581, 1.65356, -6.64686], [-2.91991, 1.25516, -4.35536], [-2.74101, -1.03994, -4.49816], [-1.84391, 2.85006, -5.71556], [-0.30831, 2.67326, -3.83566], [1.66369, 1.35076, -3.71206], [0.54879, 3.08516, -5.30346], [0.90819, -1.39694, -6.76156], [1.87169, -0.71204, -4.72306], [-1.02491, -0.06354, 0.21784], [1.54929, 1.18356, 1.12884], [-0.21871, 1.13486, -0.97556], [0.66549, 2.11976, -0.20376], [-0.97871, 1.64826, -1.57466], [0.39099, 0.53546, -1.66256], [1.36939, 2.64426, -0.86046], [0.04909, 2.85686, 0.32044], [2.39039, 2.51216, 2.07644], [3.08649, 2.10526, 2.81834], [1.64059, 3.12386, 2.58744], [2.92559, 3.13796, 1.35774], [2.96009, 0.43426, 0.20504], [3.37469, 1.13756, -0.52596], [2.61879, -0.46724, -0.31146], [3.74879, 0.14746, 0.90514], [-2.78171, 0.48476, 0.23324], [-3.39521, -0.13514, 0.89674], [-3.15821, 0.44276, -0.79166], [-2.82241, 1.52556, 0.56884], [-1.14451, -1.56164, -0.85096], [-0.16731, -2.04914, -0.90606], [-1.47241, -1.29274, -1.86146], [-1.86351, -2.26744, -0.42716], [-2.01501, 3.24736, 3.51774], [-1.04241, 2.39306, 3.30774], [-1.28081, 1.28786, 2.64134], [-0.07081, 2.59476, 3.71154]],
  "total_charge": 2,
  "spin_multiplicity": 4,
  "molar_mass_g_mol": 493.511,
  "orbital_gap_ha": [0.1768, 0.1879],
  "largest_force_ev_per_a": 7.81,
  "lumo_ev": [-8.4680, -8.1648],
  "s2": 4.0788
}

[3]
{
  "formula": "CaH16O8",
  "method": "ωB97M-V/def2-TZVPD",
  "species": ["Ca", "O", "H", "H", "O", "H", "H", "O", "H", "H", "O", "H", "H", "O", "H", "H", "O", "H", "H", "O", "H", "H", "O", "H", "H"],
  "coordinates": [[0.08860, 0.19892, -0.14960], [-0.37840, -1.92908, -1.50260], [0.37360, -2.57508, -1.42860], [-1.11440, -2.32908, -1.10260], [2.15460, -1.16408, -0.41460], [2.20160, -1.81208, 0.28140], [2.99560, -0.62608, -0.33060], [-1.15340, 2.01692, 0.83740], [-0.72440, 2.68792, 1.35740], [-1.97940, 1.83092, 1.29640], [-1.80140, -1.32708, 0.75740], [-1.58740, -2.15908, 1.14240], [-2.73640, -1.40208, 0.44640], [1.99960, 1.42892, 0.90440], [2.51460, 0.83992, 1.42940], [2.11060, 2.34392, 1.32640], [0.16960, -0.04508, 2.30340], [-0.57940, -0.42708, 2.77040], [0.54060, 0.58692, 2.91040], [-1.84740, 0.46892, -1.55560], [-2.63340, 0.94592, -1.23260], [-2.08140, -0.26808, -2.14260], [1.14860, 0.68192, -2.37160], [1.87560, 1.32292, -2.48260], [0.44360, 0.70992, -3.04960]],
  "total_charge": 2,
  "molar_mass_g_mol": 184.198,
  "orbital_gap_ha": 0.4536,
  "largest_force_ev_per_a": 2.87,
  "de_lowest_kcal_mol": 19.5,
  "lumo_ev": -6.6909
}

[4]
{
  "formula": "C4H10N3O2",
  "method": "ωB97M-V/def2-TZVPD",
  "species": ["C", "C", "C", "C", "N", "N", "N", "O", "O", "H", "H", "H", "H", "H", "H", "H", "H", "H", "H"],
  "coordinates": [[1.83205, -0.63262, 0.06702], [-0.59428, -1.27845, 0.09059], [1.48388, 0.81090, 0.45148], [-2.35926, 0.34109, 0.11898], [0.82993, -1.52030, 0.06763], [-0.94301, 0.10782, 0.34041], [-0.11456, 1.01077, -0.36819], [2.97626, -0.85587, -0.24543], [2.34289, 1.69774, 0.02824], [-1.02076, -1.63388, -0.86904], [-1.05078, -1.86543, 0.89795], [1.13007, 0.97459, 1.47055], [-2.60033, 1.37293, 0.36124], [-2.66903, 0.11935, -0.90923], [-2.91451, -0.30083, 0.79751], [1.09655, -2.47408, -0.14842], [-0.42256, 1.97174, -0.19437], [-0.01016, 0.86301, -1.38601], [3.00761, 1.29151, -0.57093]],
  "total_charge": 1,
  "spin_multiplicity": 3,
  "molar_mass_g_mol": 132.143,
  "orbital_gap_ha": [0.2540, 0.2408],
  "largest_force_ev_per_a": 9.13,
  "de_lowest_kcal_mol": 51.4,
  "lumo_ev": [-2.9396, -7.7914],
  "s2": 2.0083
}

[5]
{
  "formula": "C27H35BN4O10",
  "method": "ωB97M-V/def2-TZVPD",
  "species": ["N", "H", "H", "H", "H", "O", "C", "O", "B", "O", "C", "O", "O", "C", "O", "C", "O", "O", "C", "C", "C", "O", "C", "H", "H", "H", "H", "H", "H", "H", "H", "C", "C", "C", "O", "C", "H", "H", "H", "H", "H", "H", "H", "H", "N", "C", "C", "C", "C", "C", "H", "H", "H", "H", "H", "N", "C", "C", "C", "C", "C", "H", "H", "H", "H", "H", "N", "C", "C", "C", "C", "C", "H", "H", "H", "H", "H"],
  "coordinates": [[-0.75503, -0.44526, 0.25420], [0.09408, -0.98754, 0.38415], [-1.37575, -0.70106, 1.03425], [-1.20173, -0.81538, -0.63157], [-0.60766, 0.58675, 0.17064], [1.45172, 0.43512, 1.65998], [2.50116, 0.98795, 1.53578], [2.71146, 2.04865, 0.76235], [4.11216, 2.50808, 0.94374], [4.72484, 1.56569, 1.89251], [3.83137, 0.68399, 2.27579], [4.05718, -0.25006, 2.99117], [4.80635, 2.48668, -0.34431], [5.22589, 3.66924, -0.71851], [5.78827, 3.93787, -1.74176], [4.80749, 4.64767, 0.40283], [4.16782, 3.94154, 1.32262], [5.09675, 5.80387, 0.51379], [1.60846, -4.72959, 1.58280], [0.32905, -5.25464, 0.91753], [-0.59145, -4.08143, 0.87840], [0.28770, -2.95630, 0.72716], [1.45050, -3.18667, 1.50710], [2.44872, -5.15751, 1.03495], [1.77944, -5.06573, 2.60609], [-0.12180, -6.07261, 1.48146], [0.59133, -5.57545, -0.08940], [-1.27892, -4.00363, 1.72797], [-1.24254, -4.05397, 0.00117], [1.26704, -2.79214, 2.51306], [2.41282, -2.74376, 1.24908], [2.18684, -1.21670, -3.43783], [2.08862, 0.25642, -3.73523], [2.26663, 0.85266, -2.34484], [1.53265, -0.00103, -1.48891], [1.58837, -1.34439, -2.02546], [3.23679, -1.51874, -3.41842], [1.71136, -1.86280, -4.17646], [1.13054, 0.52617, -4.19572], [2.76244, 0.66601, -4.49080], [1.87262, 1.86863, -2.26279], [3.32473, 0.97544, -2.08836], [0.55439, -1.67947, -2.10394], [2.20006, -1.99509, -1.40211], [-2.07273, -1.14718, -2.07986], [-1.72842, -0.34025, -3.09137], [-2.52250, -0.18547, -4.21624], [-3.64344, -0.98631, -4.37601], [-3.99465, -1.86043, -3.35565], [-3.17348, -1.90138, -2.24768], [-0.81368, 0.21520, -2.91680], [-2.20140, 0.42262, -5.05159], [-4.28937, -0.95066, -5.24297], [-4.90001, -2.44627, -3.41643], [-3.37866, -2.56467, -1.41550], [-2.53562, -0.17137, 2.48475], [-1.64270, -0.36405, 3.46618], [-1.94115, -0.26940, 4.81705], [-3.22367, 0.07292, 5.18296], [-4.17285, 0.29235, 4.18980], [-3.76897, 0.19563, 2.86525], [-0.61488, -0.56678, 3.18150], [-1.22844, -0.49782, 5.59726], [-3.54616, 0.20028, 6.20834], [-5.18861, 0.57184, 4.42953], [-4.50574, 0.41215, 2.10137], [-1.16709, 2.31756, 0.12846], [-1.37175, 3.00788, 1.27114], [-1.89996, 4.29339, 1.27353], [-2.19189, 4.94229, 0.09640], [-2.01997, 4.22766, -1.06891], [-1.46700, 2.94567, -1.01990], [-1.19150, 2.46723, 2.18874], [-2.13599, 4.74976, 2.22673], [-2.67649, 5.90796, 0.05721], [-2.32242, 4.66484, -2.01127], [-1.30161, 2.38735, -1.93017]],
  "total_charge": 0,
  "molar_mass_g_mol": 586.407,
  "orbital_gap_ha": 0.3202,
  "largest_force_ev_per_a": 2.11,
  "de_lowest_kcal_mol": 10.6,
  "lumo_ev": -0.1107
}

[6]
{
  "formula": "C5H10O",
  "method": "ωB97M-V/def2-TZVPD",
  "species": ["C", "C", "C", "H", "H", "H", "H", "H", "H", "C", "C", "O", "H", "H", "H", "H"],
  "coordinates": [[1.98643, 0.20320, -0.15818], [1.01175, -0.15685, -0.99342], [0.60770, 0.49477, -2.28730], [1.88891, -0.09717, 0.87720], [2.92834, 0.66257, -0.43161], [0.30461, -0.84765, -0.54630], [1.44617, 1.08781, -2.66411], [0.27988, -0.19336, -3.06134], [-0.17830, 1.21524, -2.06234], [-1.76674, -0.84010, 1.87019], [-1.05055, 0.35737, 1.33569], [-1.42176, 0.90624, 0.34432], [-1.73306, -1.04862, 2.93858], [-1.33109, -1.70359, 1.35680], [-2.82606, -0.74575, 1.63117], [-0.14623, 0.70588, 1.85067]],
  "total_charge": 0,
  "molar_mass_g_mol": 86.134,
  "orbital_gap_ha": 0.3808,
  "largest_force_ev_per_a": 1.07,
  "de_lowest_kcal_mol": 40.8,
  "lumo_ev": 1.0570,
  "smiles": "C=CC.CC=O"
}